[1]
Molecular formula: H5N3P2
Method: DFT, the ωB97M-V functional and the def2-TZVPD basis

CARTESIAN COORDINATES (ANGSTROEM)
N1 -1.455 -0.261 0.748
N2 -0.255 1.404 0.011
N3 0.925 1.205 0.584
P1 -2.766 -0.059 -0.022
P2 1.812 -0.335 0.217
H1 -0.290 0.907 -0.857
H2 1.024 1.721 1.557
H3 -3.588 -1.196 0.432
H4 0.967 -0.755 -0.934
H5 1.210 -1.407 1.133

Summary:
**Lowest unoccupied orbital energy (spin up / spin down)**: 0.18 / -0.22 eV
**Charge**: 0
**Orbital gap (spin up / spin down)**: 8.606 / 7.568 eV
**E_HOMO (spin up / spin down)**: -0.3096 / -0.2861 Eh
**Energy above the lowest of the compared OMol25 structures with the same formula, charge and spin**: 193.1 kJ/mol

[2]
Molecular formula: H5N4OP
Method: DFT, the ωB97M-V functional and the def2-TZVPD basis

CARTESIAN COORDINATES (ANGSTROEM)
H1 1.502 -0.534 2.894
N1 0.854 -0.221 2.177
N2 1.150 -0.715 1.093
P1 0.142 -0.503 -0.240
N3 -1.280 0.299 0.121
N4 0.879 0.332 -1.370
O1 -0.260 -2.182 -0.649
H2 -1.177 0.527 1.158
H3 -1.918 -0.464 0.101
H4 0.386 1.202 -1.460
H5 0.634 -0.289 -2.237

Summary:
**Structure (SMILES)**: [H]/N=N/P(N)(N)=O
**Lowest unoccupied orbital energy**: -0.35 eV
**Charge**: 0
**Orbital gap**: 9.135 eV
**E_HOMO**: -0.3485 Eh
**Energy above the lowest of the compared OMol25 structures with the same formula, charge and spin**: 52.2 kJ/mol

[3]
Molecular formula: H5N5
Method: DFT, the ωB97M-V functional and the def2-TZVPD basis

CARTESIAN COORDINATES (ANGSTROEM)
N1 -0.121 -0.784 0.298
N2 1.687 -0.704 0.488
N3 -1.135 -0.994 -0.476
N4 2.576 -0.681 -0.436
N5 -2.360 -0.877 0.092
H1 -0.336 -0.441 1.300
H2 2.937 0.214 -0.883
H3 3.305 -1.378 -0.629
H4 -2.484 -0.813 1.082
H5 -3.191 -0.998 -0.397

Summary:
**Lowest unoccupied orbital energy**: 1.08 eV
**Charge**: 0
**Orbital gap**: 8.362 eV
**E_HOMO**: -0.2674 Eh
**Energy above the lowest of the compared OMol25 structures with the same formula, charge and spin**: 295.6 kJ/mol

[4]
Molecular formula: H5N5O
Method: DFT, the ωB97M-V functional and the def2-TZVPD basis

CARTESIAN COORDINATES (ANGSTROEM)
N1 1.503 0.242 -0.249
N2 1.382 0.902 -1.502
N3 0.307 -0.009 0.096
N4 -0.072 1.218 -1.552
N5 -0.705 0.509 -0.521
O1 -0.936 -1.425 2.117
H1 -1.405 -1.988 1.500
H2 1.495 0.197 -2.320
H3 0.323 -0.559 0.919
H4 -0.366 2.245 -1.424
H5 -1.527 -1.333 2.936

Summary:
**Lowest unoccupied orbital energy**: 0.56 eV
**Charge**: 0
**Orbital gap**: 7.930 eV
**E_HOMO**: -0.2710 Eh
**Energy above the lowest of the compared OMol25 structures with the same formula, charge and spin**: 46.4 kJ/mol

[5]
Molecular formula: H5NO
Method: DFT, the ωB97M-V functional and the def2-TZVPD basis

CARTESIAN COORDINATES (ANGSTROEM)
N1 0.000 0.000 0.000
H1 0.512 -0.319 0.829
H2 -0.822 -0.605 -0.094
H3 -0.346 0.942 0.208
O1 3.268 -0.497 -2.589
H4 2.611 -0.381 -1.865
H5 2.750 -0.874 -3.336

Summary:
**Structure (SMILES)**: N.O
**Lowest unoccupied orbital energy**: 0.94 eV
**Charge**: 0
**Orbital gap**: 11.480 eV
**E_HOMO**: -0.3875 Eh
**Energy above the lowest of the compared OMol25 structures with the same formula, charge and spin**: 16.9 kJ/mol

[6]
Molecular formula: H5NO2P2
Method: DFT, the ωB97M-V functional and the def2-TZVPD basis

CARTESIAN COORDINATES (ANGSTROEM)
N1 0.835 -0.480 -0.812
P1 -0.424 0.334 -1.184
H1 1.651 -0.143 -1.271
H2 -0.368 1.792 -1.147
H3 -1.509 -0.368 -0.672
H4 -0.628 0.218 -2.667
O1 0.064 1.401 1.826
P2 0.834 0.191 1.815
O2 -0.241 -0.959 2.136
H5 -0.214 -1.986 1.975

Summary:
**Structure (SMILES)**: N=[PH3].O=PO
**Lowest unoccupied orbital energy**: 0.61 eV
**Charge**: 0
**Orbital gap**: 9.639 eV
**E_HOMO**: -0.3317 Eh
**Energy above the lowest of the compared OMol25 structures with the same formula, charge and spin**: 218.6 kJ/mol

[7]
Molecular formula: H5NOS2Si
Method: DFT, the ωB97M-V functional and the def2-TZVPD basis

CARTESIAN COORDINATES (ANGSTROEM)
N1 -0.623 -1.058 0.187
Si1 0.552 0.282 0.345
S1 -0.622 1.887 -0.380
O1 1.866 0.135 -0.586
S2 3.333 -0.488 -0.183
H1 -1.610 -0.703 0.051
H2 -0.528 -1.895 0.842
H3 0.917 0.560 1.788
H4 -0.661 2.277 0.794
H5 3.490 0.248 0.843

Summary:
**Structure (SMILES)**: N[Si@H](S)OS
**Lowest unoccupied orbital energy**: 0.52 eV
**Charge**: 0
**Orbital gap**: 9.794 eV
**E_HOMO**: -0.3408 Eh
**Energy above the lowest of the compared OMol25 structures with the same formula, charge and spin**: 9.6 kJ/mol

Values for total energy, eV, ordered as above
-23123.2757; -17376.2707; -7525.5313; -9574.0572; -3618.7449; -24242.8056; -33168.1027
Values for M, g/mol, ordered as above
109.0; 108.0; 75.1; 91.1; 35.0; 113.0; 127.3